# 1
{"formula": "C28H38EuN4O3P2S", "method": "ωB97M-V with the def2-TZVPD basis set", "symbols": ["Eu", "C", "C", "C", "C", "C", "C", "C", "C", "C", "H", "H", "H", "H", "H", "H", "H", "H", "H", "H", "H", "H", "H", "H", "H", "P", "P", "N", "N", "N", "N", "C", "C", "C", "C", "C", "C", "C", "C", "C", "C", "C", "C", "C", "C", "C", "C", "C", "C", "H", "H", "H", "H", "H", "H", "H", "H", "H", "H", "H", "H", "H", "H", "H", "H", "H", "H", "H", "H", "C", "S", "O", "O", "O", "H", "H", "H"], "coordinates": [[-0.91120, 2.38378, -4.40648], [-1.87172, 2.38128, -6.72775], [-1.89541, 1.07486, -6.33806], [-0.92841, -0.00368, -6.73111], [0.54699, 0.47219, -6.77950], [0.94666, 1.51482, -5.77228], [1.00344, 2.87455, -5.91812], [0.28099, 3.73057, -6.90588], [-0.87598, 3.04004, -7.66302], [2.31954, 1.58214, 0.26238], [-2.76877, 2.99963, -6.50091], [-2.81046, 0.69648, -5.86604], [-1.17753, -0.45920, -7.71260], [-1.06342, -0.85186, -6.02874], [1.15701, -0.43994, -6.60575], [0.79010, 0.80715, -7.80338], [1.48942, 1.07832, -4.91987], [1.65540, 3.45606, -5.23762], [0.95910, 4.16708, -7.65841], [-0.14228, 4.58100, -6.33740], [-1.44752, 3.82261, -8.19923], [-0.48530, 2.36274, -8.44238], [1.83103, 2.55290, 0.19221], [3.34312, 1.54336, -0.14542], [2.13254, 0.90775, 1.09485], [1.44560, -1.18343, -1.81052], [-1.67118, -1.78075, -1.68425], [2.42266, -0.00519, -2.70274], [2.80308, -2.18545, -1.38443], [-2.77338, -0.53268, -2.26908], [-2.95813, -2.89798, -1.57836], [0.68502, -1.93431, -3.33541], [-0.79190, -2.39663, -3.19282], [2.27407, 1.38342, -2.60214], [3.26441, 1.99391, -3.35657], [3.99326, 0.95438, -4.02470], [3.43026, -0.25416, -3.64172], [3.73986, -1.80037, -0.39790], [4.68973, -2.79765, -0.27184], [4.36417, -3.83159, -1.21291], [3.21552, -3.42463, -1.88620], [-4.00432, -0.17251, -1.71804], [-4.52113, 0.89560, -2.43560], [-3.58222, 1.21199, -3.46312], [-2.52415, 0.31779, -3.32328], [-3.93798, -3.09234, -2.57221], [-5.05115, -3.67146, -1.98506], [-4.74317, -3.88085, -0.59287], [-3.46392, -3.40728, -0.36504], [1.32803, -2.77970, -3.62451], [0.76507, -1.18524, -4.14624], [-1.36074, -2.14764, -4.10721], [-0.80385, -3.49858, -3.10387], [1.55190, 1.78942, -1.90099], [3.44855, 3.06155, -3.40888], [4.84032, 1.08297, -4.69005], [3.67991, -1.27330, -3.91026], [3.62098, -0.85737, 0.11522], [5.54018, -2.78996, 0.40326], [4.91573, -4.74294, -1.38463], [2.65731, -3.89962, -2.66965], [-4.41553, -0.71515, -0.87517], [-5.46231, 1.40442, -2.25135], [-3.68311, 1.96016, -4.24890], [-1.66622, 0.08302, -3.95942], [-3.77767, -2.76419, -3.58574], [-5.98474, -3.88029, -2.48443], [-5.40517, -4.30890, 0.14975], [-2.84970, -3.37231, 0.52769], [-2.51989, 1.22751, 0.83020], [-0.89089, 1.24660, 0.07318], [-0.03210, 1.79623, 1.10262], [-0.59520, -0.21855, -0.17053], [-0.92320, 1.99962, -1.20675], [-2.50733, 0.47104, 1.62584], [-3.33468, 1.01022, 0.13040], [-2.65516, 2.20972, 1.28066]], "forces_ev_per_angstrom": [[-1.11, 0.79, 3.95], [-0.56, 1.08, -0.81], [-0.45, -1.15, -0.04], [0.18, -0.36, -0.28], [-0.31, -0.97, -0.80], [1.37, -0.15, -0.50], [0.90, -0.65, -0.23], [-0.41, 0.09, -0.88], [-0.22, 0.44, -0.20], [1.92, 0.30, 0.33], [0.44, -0.41, -0.18], [0.24, 0.20, -0.24], [0.01, 0.24, 0.17], [0.29, 0.43, -0.15], [-0.05, 0.63, -0.11], [-0.08, -0.10, 0.47], [0.00, 0.42, -0.22], [-0.40, -0.51, 0.00], [0.07, 0.09, 0.31], [0.11, 0.00, -0.30], [0.46, -0.29, 0.06], [-0.22, 0.18, 0.44], [0.08, -0.54, 0.15], [-0.51, -0.08, -0.01], [-0.29, 0.32, -0.29], [0.80, 1.19, -0.09], [0.08, -1.29, 1.38], [0.21, 0.97, -1.23], [1.19, -1.13, 0.10], [-0.31, 1.30, -0.71], [-1.71, -1.50, -0.69], [0.15, -0.56, -0.26], [-0.23, 0.10, -0.88], [0.65, -0.49, 0.00], [-0.41, -0.58, 0.08], [-0.54, -0.33, 0.32], [-0.10, 0.73, 0.60], [-0.43, -0.90, -0.53], [-0.60, 0.30, -0.48], [-0.92, 0.86, -0.29], [0.77, 0.40, 0.93], [0.49, 0.21, -0.74], [0.50, -0.29, 0.19], [0.48, -0.55, 0.13], [-0.51, -0.37, 0.29], [-0.52, -0.56, 1.53], [1.13, 0.39, 0.00], [0.60, 0.38, -0.22], [-0.45, 0.23, -1.01], [-0.38, 0.22, -0.28], [0.08, -0.23, 0.51], [0.30, -0.25, 0.12], [-0.26, 0.49, 0.23], [0.11, -0.07, -0.21], [-0.03, -0.22, -0.01], [-0.23, -0.07, 0.10], [0.09, 0.19, 0.11], [0.00, -0.11, -0.04], [-0.27, 0.06, -0.16], [-0.10, 0.03, 0.00], [0.00, -0.20, -0.03], [0.09, 0.02, -0.20], [0.25, -0.22, 0.00], [-0.20, -0.20, 0.21], [-0.28, 0.08, 0.06], [0.01, 0.07, 0.04], [0.07, -0.13, 0.03], [0.19, 0.02, -0.11], [-0.18, 0.04, -0.19], [-0.19, 0.28, -0.03], [0.53, -2.44, 0.11], [-1.08, 0.48, -0.11], [-0.72, 3.24, 0.67], [-0.16, -0.02, 0.29], [0.21, 0.21, -0.29], [0.48, 0.19, 0.16], [-0.12, 0.02, -0.03]], "lowdin_charge": [1.605, -0.298, -0.310, -0.206, -0.186, -0.266, -0.257, -0.228, -0.204, 0.024, 0.103, 0.085, 0.118, 0.086, 0.115, 0.111, 0.058, 0.106, 0.119, 0.107, 0.113, 0.112, 0.009, 0.006, 0.011, 1.122, 1.065, -0.249, -0.268, -0.195, -0.296, -0.352, -0.361, -0.207, -0.118, -0.089, -0.131, -0.121, -0.096, -0.096, -0.148, -0.134, -0.065, -0.142, -0.262, -0.146, -0.092, -0.102, -0.134, 0.058, 0.059, 0.057, 0.091, 0.062, 0.096, 0.094, 0.109, 0.084, 0.093, 0.086, 0.083, 0.124, 0.104, 0.074, 0.053, 0.105, 0.088, 0.089, 0.105, -0.144, 0.406, -0.387, -0.615, -0.438, 0.070, 0.022, 0.057], "homo_energy_ev": [-5.84, -6.88], "lumo_ev": [-0.7, -0.6], "multiplicity": 8, "s_squared": 15.800}

# 2
{"formula": "C2H4OS", "method": "ωB97M-V with the def2-TZVPD basis set", "symbols": ["C", "O", "C", "S", "H", "H", "H", "H"], "coordinates": [[-1.13382, -0.22046, -0.06895], [0.25778, -0.75537, 0.16677], [1.32039, 0.08225, 0.19941], [2.81578, -0.32630, -0.03131], [-1.04778, 0.94845, -0.57145], [-1.64094, 0.01564, 0.94116], [-1.75432, -0.88480, -0.76034], [1.18289, 1.14059, 0.12471]], "forces_ev_per_angstrom": [[0.61, 3.56, 0.00], [-1.38, 0.66, -0.20], [-2.01, 0.00, -1.22], [2.02, -1.24, 0.22], [-0.13, -3.49, 1.11], [0.80, -0.94, -1.58], [1.34, 0.74, 1.18], [-1.25, 0.70, 0.50]], "lowdin_charge": [-0.053, -0.218, -0.819, 0.725, 0.141, 0.093, 0.094, 0.037], "smiles": "COC=S", "homo_energy_ev": -8.84, "lumo_ev": 0.5, "e_above_lowest_kj_mol": 187.36}

# 3
{"formula": "CHBrF2N2O2", "method": "ωB97M-V with the def2-TZVPD basis set", "symbols": ["O", "N", "O", "C", "Br", "N", "F", "F", "H"], "coordinates": [[-1.35449, 1.58835, -0.64951], [-0.15079, 1.46934, -0.74893], [0.63145, 2.30505, -1.12544], [0.48978, 0.19006, -0.32011], [2.41002, 0.73920, 0.71858], [0.56374, -0.61884, -1.44923], [0.84474, -1.89155, -1.07901], [1.45711, -0.21274, -2.41481], [-0.14474, -0.26325, 0.39383]], "forces_ev_per_angstrom": [[0.47, -0.65, 0.05], [0.52, 1.35, 0.11], [-0.41, 0.28, -0.41], [2.26, 1.05, 0.75], [-2.35, -0.93, -1.24], [-0.97, 0.00, -0.96], [0.74, -0.05, -0.16], [0.01, -0.44, 1.08], [-0.28, -0.62, 0.79]], "lowdin_charge": [0.112, -0.413, 0.057, -0.363, 0.489, -0.106, 0.055, 0.057, 0.112], "smiles": "O=[N+]([O-])[C@H](Br)N(F)F", "homo_energy_ev": -11.01, "lumo_ev": -1.6, "e_above_lowest_kj_mol": 80.05}

# 4
{"formula": "C2H6OS", "method": "ωB97M-V with the def2-TZVPD basis set", "symbols": ["C", "O", "H", "H", "C", "S", "H", "H", "H", "H"], "coordinates": [[3.12231, 0.60758, -1.72321], [2.95721, 0.64381, -0.54218], [3.59695, -0.23883, -2.25009], [2.85671, 1.45881, -2.37142], [-1.61353, -1.16919, -0.06897], [-1.99707, 0.13084, 1.15771], [-0.90781, -0.69074, -0.73707], [-2.49016, -1.46264, -0.63329], [-1.17496, -2.02971, 0.42627], [-2.98867, -0.50836, 1.79077]], "forces_ev_per_angstrom": [[0.30, 0.28, -0.49], [-0.10, -0.18, 0.37], [-0.05, -0.19, 0.15], [-0.15, 0.08, -0.04], [-0.15, 0.34, 0.46], [-0.06, -0.14, -0.15], [0.20, -0.16, -0.12], [-0.12, 0.02, -0.04], [0.13, -0.02, -0.13], [0.01, -0.03, -0.01]], "lowdin_charge": [-0.157, 0.003, 0.078, 0.077, -0.484, 0.603, 0.011, 0.021, 0.021, -0.172], "smiles": "C=O.CS", "homo_energy_ev": -8.98, "lumo_ev": 0.8, "e_above_lowest_kj_mol": 59.00}

# 5
{"formula": "CH4O3", "method": "ωB97M-V with the def2-TZVPD basis set", "symbols": ["C", "O", "O", "O", "H", "H", "H", "H"], "coordinates": [[-0.69819, 1.00871, 0.44819], [1.68577, -1.65058, -0.91468], [-2.88370, 0.91747, 0.69809], [-1.88333, 1.27366, 0.04607], [-0.01062, 1.50036, -0.17164], [-0.46421, 0.36156, 1.37462], [1.84246, -1.61852, -0.00060], [2.41183, -1.79266, -1.48005]], "forces_ev_per_angstrom": [[-1.22, -0.93, 1.20], [-2.73, 0.42, -1.21], [-3.16, -1.35, 1.90], [3.97, 0.82, -0.89], [1.21, 0.20, -0.60], [-0.79, 1.25, -1.63], [1.12, -0.14, 1.45], [1.61, -0.26, -0.22]], "lowdin_charge": [0.065, -0.018, -0.119, -0.159, 0.073, 0.140, 0.005, 0.013], "homo_energy_ev": [-9.46, -9.48], "lumo_ev": [-0.2, -0.2], "e_above_lowest_kj_mol": 578.89}

# 6
{"formula": "C3H6O2P", "method": "ωB97M-V with the def2-TZVPD basis set", "symbols": ["C", "C", "C", "O", "O", "P", "H", "H", "H", "H", "H", "H"], "coordinates": [[-1.29611, -0.26421, 3.26533], [1.95142, -0.18643, -3.37549], [-1.22109, 0.54453, 2.21123], [0.30381, 1.18933, -1.65399], [-0.24257, -1.25176, -2.03018], [0.72075, -0.13918, -2.23501], [-0.81694, -1.30625, 3.47393], [-1.93123, 0.10990, 4.19469], [2.38901, 0.70120, -3.62137], [2.38917, -1.03485, -3.65239], [-0.60114, 0.19721, 1.32997], [-1.64509, 1.44053, 2.09329]], "forces_ev_per_angstrom": [[-1.13, -0.08, 2.81], [-3.00, 1.04, 2.42], [3.21, -5.03, -0.92], [0.94, -0.61, -0.25], [0.70, -0.82, 0.17], [-1.31, 1.59, -0.71], [-0.76, 2.16, -1.00], [1.29, -0.87, -1.88], [1.20, 2.27, -0.38], [1.46, -3.46, -1.18], [-0.82, 0.54, 0.92], [-1.78, 3.27, -0.01]], "lowdin_charge": [-0.127, -0.259, -0.080, -0.462, -0.441, 0.352, 0.067, 0.061, -0.079, -0.104, 0.077, -0.005], "homo_energy_ev": -3.52, "lumo_ev": 3.7, "charge": -1, "e_above_lowest_kj_mol": 178.26}

# 7
{"formula": "CH2N2O2S", "method": "ωB97M-V with the def2-TZVPD basis set", "symbols": ["O", "N", "O", "N", "C", "S", "H", "H"], "coordinates": [[1.54416, -1.20847, -0.06432], [1.51424, -0.00255, -0.09107], [2.23066, 0.89119, -0.11539], [-0.13186, 0.58323, 0.18337], [-1.09886, -0.33417, 0.11629], [-2.66763, 0.06192, -0.13213], [-0.41678, 1.43995, -0.28981], [-0.97394, -1.43109, 0.39305]], "forces_ev_per_angstrom": [[0.74, 2.02, -0.26], [-5.19, -1.99, 1.02], [2.25, 1.13, -0.40], [1.89, -1.45, -0.37], [-1.33, -1.85, 0.71], [0.02, 0.28, -0.21], [0.72, 0.21, -0.07], [0.90, 1.64, -0.42]], "lowdin_charge": [0.115, -0.316, 0.175, 0.037, -0.800, 0.610, 0.099, 0.080], "smiles": "O=[N+]([O-])NC=S", "homo_energy_ev": [-8.86, -8.86], "lumo_ev": [-0.9, -0.9], "e_above_lowest_kj_mol": 621.01}

# 8
{"formula": "C7H11ClN3O3", "method": "ωB97M-V with the def2-TZVPD basis set", "symbols": ["O", "C", "Cl", "C", "N", "C", "C", "N", "C", "O", "H", "H", "H", "H", "H", "H", "O", "C", "N", "C", "H", "H", "H", "H", "H"], "coordinates": [[-0.69615, -4.11355, -2.30916], [-0.05412, -3.28305, -2.86454], [1.69586, -3.48551, -3.20646], [-0.84328, -1.95021, -3.24628], [-0.77065, -1.08494, -2.03431], [-1.83915, -1.02793, -1.12239], [-1.28538, -0.12449, -0.13120], [-0.00504, 0.26801, -0.54269], [0.32978, -0.35309, -1.72912], [1.48896, -0.26563, -2.43413], [-1.92748, -2.15379, -3.43234], [-0.40267, -1.44253, -4.14006], [-2.80740, -1.56031, -1.16942], [-1.82673, 0.17210, 0.78861], [0.64319, 0.91523, -0.07783], [2.19411, -0.75406, -1.95342], [1.04497, 2.26760, 1.51399], [0.89042, 2.33288, 2.72928], [1.69473, 3.10394, 3.49034], [-0.18595, 1.57578, 3.46014], [1.60462, 3.18783, 4.48754], [2.42330, 3.62135, 3.02334], [-0.04628, 0.50706, 3.29158], [-1.15946, 1.88230, 3.07559], [-0.16019, 1.76500, 4.53295]], "forces_ev_per_angstrom": [[0.92, 0.06, -0.19], [-1.73, 0.02, -0.01], [-1.04, 0.45, 0.09], [1.14, 0.08, -0.39], [-0.07, -1.08, -2.10], [3.47, 3.17, 2.43], [-1.55, -1.78, -1.71], [-0.03, -0.96, -1.17], [-1.70, 0.20, 1.93], [-1.46, -0.33, 1.23], [1.17, -0.22, 0.19], [-0.30, -0.28, 0.92], [1.06, 0.43, -0.22], [1.02, 0.12, -0.78], [-0.51, 0.12, 0.50], [-0.34, 0.29, -0.40], [-0.16, -0.42, -0.35], [0.24, 0.23, 0.28], [0.03, -0.02, -0.24], [0.01, 0.02, 0.14], [-0.07, -0.05, -0.08], [-0.03, 0.00, 0.07], [-0.05, 0.04, -0.03], [0.04, -0.06, -0.02], [-0.06, -0.06, -0.06]], "lowdin_charge": [0.082, -0.728, 0.689, -0.037, -0.032, 0.051, 0.009, 0.174, -0.273, 0.126, 0.148, 0.143, 0.151, 0.134, 0.143, 0.146, -0.004, -0.580, 0.178, -0.004, 0.111, 0.121, 0.087, 0.087, 0.079], "homo_energy_ev": -13.26, "lumo_ev": -3.0, "charge": 1, "e_above_lowest_kj_mol": 0.00}